[1]
Density functional theory data (wB97M-V/def2-TZVPD) for a cluster of 8 separate species, C5H29N2O7S in total at a distorted geometry.

Last column: Löwdin charge in e.
Positions of all 44 atoms, in Å:
N 0.46 -1.00 1.16  0.13
C 0.58 0.39 0.38  -0.29
C 2.05 0.59 0.00  -0.51
S 3.11 0.33 1.47  0.77
C -0.24 0.22 -0.95  -0.21
N -1.54 0.59 -0.50  -0.22
C -2.08 1.96 -0.87  -0.09
C -2.64 -0.40 -1.04  -0.09
H -0.50 -1.01 1.59  0.14
H 0.65 -1.91 0.66  0.14
H 1.22 -1.15 2.09  0.14
H 0.18 1.09 1.01  0.10
H 2.34 0.19 -1.00  0.07
H 2.04 1.66 -0.33  0.06
H 3.03 1.55 2.03  -0.13
H 0.16 -0.72 -1.42  0.10
H 0.23 0.80 -1.81  0.13
H -1.46 2.70 -0.49  0.04
H -3.16 2.11 -0.43  0.11
H -2.31 2.07 -1.94  0.08
H -2.71 -1.42 -0.61  0.05
H -2.80 -0.62 -2.31  0.15
H -3.62 0.14 -0.76  0.07
H 1.85 -1.43 4.22  0.04
H 0.96 -2.45 4.37  0.03
O 1.10 -1.76 3.79  0.00
H 1.85 -1.75 -2.77  0.01
H 2.95 -2.21 -2.13  0.09
O 2.09 -1.82 -1.90  -0.02
H -1.24 -3.84 1.00  -0.04
H -0.59 -4.90 1.59  0.10
O -0.66 -3.91 1.68  -0.03
H 2.28 4.55 0.61  0.10
H 1.96 3.68 -0.64  0.07
O 1.56 3.89 0.28  -0.14
H -0.08 -4.21 -2.75  0.08
H -0.34 -2.78 -1.98  -0.06
O -0.69 -3.50 -2.43  -0.05
H -2.23 0.46 3.60  0.05
H -2.30 1.74 2.64  0.07
O -1.74 0.97 2.93  -0.08
H 0.11 4.21 -2.03  0.10
H 0.28 3.59 -3.47  0.10
O -0.12 3.33 -2.55  -0.15

Calculated values
total charge	+1
HOMO	-11.50	eV
ΔE to the lowest compared entry with this formula, charge and spin	587.98	kJ/mol
energy	-33793.3907	eV
strongest force on any atom	0.121	Eh/bohr
gap between HOMO and LUMO	9.1	eV
LUMO level	-2.35	eV

[2]
Density functional theory data (wB97M-V/def2-TZVPD) for a cluster of 9 separate species, C5H29N2O8S in total at a distorted geometry.

Last column: Löwdin charge in e.
Positions of all 45 atoms, in Å:
C 1.09 2.91 -1.86  -0.14
N 0.92 1.97 -0.76  -0.14
C 1.48 0.64 -1.03  -0.40
C 0.92 0.02 -2.41  -0.57
S -0.97 0.16 -2.38  0.42
C 1.13 -0.34 0.05  -0.24
N 2.22 -1.06 0.80  -0.09
C 2.86 -0.15 1.76  -0.15
H 2.17 3.18 -1.94  0.09
H 0.42 3.75 -1.69  0.08
H 0.73 2.49 -2.81  0.05
H -0.08 1.99 -0.55  0.04
H 2.55 0.74 -1.10  0.13
H 1.32 -0.99 -2.59  0.04
H 1.37 0.67 -3.17  0.03
H 0.46 -1.16 -0.23  0.07
H 0.43 0.11 0.79  0.09
H 2.89 -1.52 0.20  0.09
H 2.47 0.82 2.07  0.04
H 3.91 0.07 1.59  0.07
H 2.54 -0.59 2.76  0.08
H 0.21 -3.28 -2.12  0.03
H -0.21 -3.62 -0.82  0.00
O 0.63 -3.62 -1.31  -0.08
H 0.46 2.84 2.88  0.04
H 0.68 2.45 1.31  -0.03
O 1.06 2.55 2.19  -0.07
H -3.06 -1.31 2.13  0.00
H -2.30 -2.50 2.58  -0.01
O -3.23 -2.22 2.42  -0.09
H -1.90 1.34 1.26  0.01
H -0.90 2.58 0.99  -0.02
O -1.64 2.27 1.48  -0.06
H -1.37 0.29 0.39  -0.01
H -1.40 -0.99 1.10  0.03
O -2.03 -0.31 0.81  -0.10
H -2.86 1.80 -1.80  -0.04
H -2.49 2.54 -3.02  0.00
O -3.19 1.98 -2.68  -0.16
H -3.06 -3.01 -0.88  0.05
H -1.75 -2.45 -1.20  -0.02
O -2.21 -3.31 -1.23  -0.09
H 0.10 -1.91 2.43  0.05
H 0.13 -3.26 2.79  0.07
O -0.53 -2.55 2.80  -0.05

Calculated values
total charge	-1
HOMO	-3.91	eV
ΔE to the lowest compared entry with this formula, charge and spin	377.23	kJ/mol
energy	-35850.4476	eV
strongest force on any atom	0.058	Eh/bohr
gap between HOMO and LUMO	6.7	eV
LUMO level	2.74	eV

[3]
Density functional theory data (wB97M-V/def2-TZVPD) for a cluster of 9 separate species, C5H29NO8S2 in total at a distorted geometry.

Last column: Löwdin charge in e.
Positions of all 45 atoms, in Å:
C 1.24 -0.15 3.25  -0.16
C 1.24 -1.64 2.86  -0.52
S 2.52 -1.95 1.54  0.48
S 2.75 -0.35 0.37  0.50
C 1.29 -0.07 -0.62  -0.50
C 0.73 -1.39 -1.25  -0.51
C -0.77 -1.18 -1.28  -0.10
N 1.26 -1.57 -2.59  0.04
H 2.22 0.28 3.18  0.04
H 0.89 -0.11 4.27  0.07
H 0.51 0.40 2.65  0.07
H 0.29 -1.88 2.40  0.01
H 1.43 -2.30 3.70  0.08
H 1.59 0.58 -1.46  0.05
H 0.52 0.53 -0.12  0.07
H 0.90 -2.31 -0.68  0.09
H -1.36 -2.01 -1.72  0.08
H -1.08 -0.31 -1.91  0.10
H -1.41 -1.11 -0.39  0.05
H 0.57 -1.54 -3.32  0.07
H 1.84 -2.39 -2.65  0.08
O -3.37 -0.66 0.26  -0.09
H -3.48 0.13 -0.28  0.03
H -3.25 -0.25 1.12  0.02
O -2.84 1.99 1.05  -0.06
H -2.04 2.50 0.93  0.03
H -3.48 2.66 0.84  0.03
O -0.62 -3.76 2.03  -0.06
H 0.18 -3.59 1.52  0.02
H -1.09 -4.36 1.44  0.06
O -2.84 3.43 -1.17  -0.06
H -1.98 3.90 -1.20  0.00
H -3.19 3.36 -2.05  0.04
O -0.26 4.75 -1.23  -0.07
H 0.17 3.95 -1.61  0.01
H 0.28 4.83 -0.43  0.06
O 1.58 3.11 -2.67  -0.03
H 1.31 3.20 -3.59  0.06
H 2.41 2.66 -2.53  0.04
O 4.45 0.08 -2.67  -0.09
H 3.55 -0.20 -2.91  0.00
H 4.68 -0.65 -2.08  0.02
O -2.38 -1.91 3.20  -0.06
H -3.14 -2.47 3.32  0.03
H -1.79 -2.21 2.49  -0.01

Calculated values
total charge	0
HOMO	-8.46	eV
ΔE to the lowest compared entry with this formula, charge and spin	121.91	kJ/mol
energy	-45195.8660	eV
strongest force on any atom	0.048	Eh/bohr
SMILES string	CCSSC[C@@H](C)N.O.O.O.O.O.O.O.O
gap between HOMO and LUMO	8.6	eV
LUMO level	0.14	eV

[4]
Density functional theory data (wB97M-V/def2-TZVPD) for a cluster of 2 separate species, C5H2BrN in total at a distorted geometry.

Last column: Löwdin spin population.
Positions of all 9 atoms, in Å:
C 1.29 -0.85 0.94  0.31
C 0.39 -1.67 1.54  0.31
C 2.05 -0.13 0.33  0.60
C -2.91 -0.76 -0.78  0.00
C -0.46 -2.36 2.08  0.54
N -2.80 -1.47 0.08  0.00
Br -1.71 -3.19 3.10  0.17
H 2.28 0.80 -0.14  0.06
H -3.25 -0.30 -1.70  0.00

Calculated values
2S+1	3
total charge	0
HOMO (spin up / spin down)	-5.08 / -8.95	eV
energy	-76740.4727	eV
⟨S²⟩	2.04
strongest force on any atom	0.190	Eh/bohr
gap between HOMO and LUMO (spin up / spin down)	5.6 / 5.8	eV
LUMO level (spin up / spin down)	0.51 / -3.17	eV

[5]
Density functional theory data (wB97M-V/def2-TZVPD) for a structure of composition C5H2EuO6 at a distorted geometry.

Last column: Löwdin spin population.
Positions of all 14 atoms, in Å:
O 3.30 -1.85 2.69  0.00
C 2.50 -1.71 1.89  0.00
Eu -0.77 1.14 -0.60  6.06
O 0.40 -2.50 -0.55  0.00
C 0.04 -1.42 -0.53  -0.01
C -2.11 -0.39 -2.24  -0.02
O -2.68 -1.07 -2.95  0.00
C 1.46 0.27 -1.82  -0.01
O 2.28 -0.38 -2.28  0.00
C -1.43 -0.65 1.18  -0.01
O -1.62 -1.62 1.77  0.00
O -0.52 3.08 0.94  -0.01
H -1.01 3.92 0.89  0.00
H 0.17 3.19 1.61  0.00

Calculated values
2S+1	7
total charge	+3
HOMO (spin up / spin down)	-22.21 / -22.21	eV
ΔE to the lowest compared entry with this formula, charge and spin	131.84	kJ/mol
energy	-36795.2023	eV
⟨S²⟩	12.01
strongest force on any atom	0.106	Eh/bohr
gap between HOMO and LUMO (spin up / spin down)	4.0 / 7.2	eV
LUMO level (spin up / spin down)	-18.21 / -15.06	eV

[6]
Density functional theory data (wB97M-V/def2-TZVPD) for a cluster of 2 separate species, C5H2O in total at a distorted geometry.

Last column: Löwdin charge in e.
Positions of all 8 atoms, in Å:
C -1.11 -1.90 -0.06  0.23
C 0.42 2.08 0.02  -0.05
C -1.71 -0.81 -0.16  -0.10
C -0.57 1.42 0.07  -0.05
C -2.41 0.33 0.01  -0.25
O -3.39 0.99 0.01  0.18
H -0.41 -2.69 0.04  0.05
H 1.39 2.34 -0.22  -0.02

Calculated values
total charge	0
HOMO	-9.82	eV
ΔE to the lowest compared entry with this formula, charge and spin	301.94	kJ/mol
energy	-7257.3788	eV
strongest force on any atom	0.119	Eh/bohr
gap between HOMO and LUMO	8.5	eV
LUMO level	-1.37	eV

[7]
Density functional theory data (wB97M-V/def2-TZVPD) for an isolated molecule of C5H2O at a distorted geometry.

Last column: Löwdin charge in e.
Positions of all 8 atoms, in Å:
C -1.35 -1.31 -1.48  0.08
C -0.27 -0.69 -0.53  -0.15
C 1.49 0.64 0.74  -0.27
C -1.77 -0.52 -0.55  -0.06
C 0.35 0.14 0.14  0.09
O 2.57 0.18 0.38  0.06
H 1.53 1.40 1.46  0.10
H -2.55 0.18 -0.15  0.14

Calculated values
total charge	0
HOMO	-9.93	eV
ΔE to the lowest compared entry with this formula, charge and spin	296.03	kJ/mol
energy	-7257.4401	eV
strongest force on any atom	0.059	Eh/bohr
gap between HOMO and LUMO	9.2	eV
LUMO level	-0.74	eV

[8]
Density functional theory data (wB97M-V/def2-TZVPD) for an isolated molecule of C5H2O.

Last column: Löwdin charge in e.
Positions of all 8 atoms, in Å:
O 1.70 0.76 -1.17  0.09
C 0.93 -0.15 -1.00  -0.25
C -0.55 -0.03 -0.76  -0.07
C -1.74 -0.25 -0.31  0.11
C -0.71 -0.13 0.80  -0.28
C 0.25 -0.08 1.55  0.19
H 1.24 -1.20 -0.87  0.14
H 1.10 0.18 2.14  0.07

Calculated values
total charge	0
HOMO	-10.02	eV
ΔE to the lowest compared entry with this formula, charge and spin	294.50	kJ/mol
energy	-7257.4559	eV
strongest force on any atom	0.015	Eh/bohr
gap between HOMO and LUMO	9.1	eV
LUMO level	-0.92	eV